Computed, not measured: a structure of composition C12H15BBaCl2N6O2 at a distorted geometry, with ωB97M-V/def2-TZVPD.

Geometry as XYZ:
```
39
Properties=species:S:1:pos:R:3:forces:R:3
H -0.02701 3.13934 0.81040 -0.07 0.01 0.12
N 0.29716 1.87747 -0.82066 0.49 1.38 -1.49
B 0.71710 0.76290 -3.13893 -0.21 0.14 -0.27
N 0.62827 1.95445 -2.13263 -0.19 1.55 1.07
C 0.77530 3.26659 -2.38429 -0.08 0.38 0.24
Ba -0.06861 -0.08864 0.09110 -4.88 -3.57 5.44
H 1.03836 3.57806 -3.38038 0.02 0.22 0.01
C 0.52908 3.99619 -1.21302 0.19 0.54 -0.56
H 0.56837 5.06930 -1.09258 0.02 -0.14 -0.13
C 0.22438 3.04924 -0.23296 0.51 0.82 -1.67
H 1.19075 1.20993 -4.14824 -0.02 -0.10 0.00
C -2.14887 -2.85642 1.56546 -0.06 -0.25 -0.27
H -2.44516 -3.19697 2.57145 -0.11 0.23 -0.49
H -1.15134 -3.33128 1.38709 -0.49 1.05 0.11
H -2.80126 -3.27148 0.78482 -0.10 -0.02 0.41
N -0.68114 0.17765 -3.45719 -0.31 -0.03 0.21
N 1.66005 -0.32678 -2.58257 0.96 -1.08 0.84
N -1.49304 -0.33384 -2.47804 -0.62 0.01 -1.13
N 1.56129 -0.80067 -1.30592 2.61 -0.98 -2.29
C -1.29286 0.16449 -4.66584 -0.89 -0.48 0.78
C 2.66961 -0.97808 -3.19401 -0.06 -0.31 0.75
H -0.78608 0.52892 -5.54751 -0.06 -0.02 0.12
H 2.91420 -0.74268 -4.21614 0.09 -0.08 -0.01
C -2.57499 -0.37559 -4.49585 0.92 0.11 1.01
C 3.22870 -1.89398 -2.28956 -0.21 0.27 -0.12
C -2.64885 -0.67304 -3.10081 1.60 0.76 -0.82
C 2.49089 -1.74019 -1.10037 0.11 0.79 -1.96
H -3.32392 -0.53695 -5.25054 -0.01 0.00 0.01
H 4.05458 -2.56438 -2.46491 -0.06 0.07 -0.05
H -3.45612 -1.10583 -2.54619 -0.18 -0.09 0.16
H 2.58265 -2.22123 -0.14599 0.04 -0.15 0.18
H -2.23525 -1.73883 1.53084 0.57 -1.21 0.08
Cl -0.97007 -1.76207 5.24434 -0.24 0.04 0.08
C -1.47199 -0.10022 4.86977 -0.05 0.05 -0.86
Cl -0.62699 1.02847 5.94043 -0.13 0.11 0.08
C -1.15512 0.27861 3.37198 0.38 0.19 -0.66
O -1.48502 1.40957 2.98292 -0.14 -0.23 0.42
O -0.58782 -0.59225 2.65324 0.18 0.04 0.53
H -2.55663 -0.01238 5.02190 0.49 -0.01 0.15
```
Positions in Å, forces in eV/Å.

The energy is -1916.11665 Ha. The calculation puts the LUMO energy at 0.1568 eV.

Computed, not measured: a cluster of 8 separate species, C24H69O29P7 in total at a distorted geometry, with ωB97M-V/def2-TZVPD.

Geometry as XYZ:
```
129
Properties=species:S:1:pos:R:3:forces:R:3
C -0.14798 1.26064 -2.36838 10.53 -6.39 -9.91
C 0.74302 0.03464 -1.74738 1.32 4.22 -0.36
O 1.97902 0.09264 -1.85438 -2.04 -0.49 -0.19
C 0.10802 -0.98836 -0.90138 2.02 1.84 0.15
H 0.63802 2.06664 -2.68138 -1.62 -1.56 0.24
H -0.71398 1.57664 -1.78138 -8.82 5.00 9.60
H -0.76498 0.82564 -3.23138 1.26 0.75 0.94
H 0.95702 -1.55936 -0.60938 0.28 -0.37 1.88
H -0.17898 -1.58736 -1.63638 -2.49 -3.06 -3.30
H -0.72098 -0.66336 -0.32838 -0.43 0.03 0.94
C 1.01502 -3.46036 -6.85138 -1.38 -3.32 -1.05
O 1.37102 -2.13736 -6.52338 0.62 -0.63 1.84
P 1.42202 -1.64636 -4.96538 -1.90 3.45 0.02
O 0.28802 -0.69836 -4.72738 1.11 -1.15 -0.40
O 1.26502 -2.90136 -3.98438 1.19 0.98 -0.21
C 2.22302 -3.24936 -2.94338 -1.15 -0.59 2.75
O 2.83102 -0.86236 -4.74038 0.29 0.31 -1.51
C 3.03402 0.59564 -5.22338 -1.40 1.83 2.93
H -0.02298 -3.92936 -6.32038 2.75 1.78 -1.58
H 1.79502 -4.28136 -6.72338 -0.45 1.36 0.88
H 1.00302 -3.52936 -7.98838 -0.88 0.55 1.38
H 2.77502 -2.33836 -2.38938 -1.48 -1.95 -1.70
H 2.85802 -3.93736 -3.46438 1.03 -0.18 0.35
H 1.60102 -3.94336 -2.10338 1.64 2.18 -2.26
H 4.09902 1.05064 -5.21838 -1.34 -2.14 -0.46
H 2.60002 1.21964 -4.32838 0.48 -1.32 -1.54
H 2.40902 0.94864 -6.08938 0.82 -1.22 0.56
C -6.66998 1.65564 -2.58638 -0.43 -4.65 -1.05
O -5.27298 1.47564 -2.58838 2.75 1.51 1.21
P -4.27398 2.71164 -2.03338 -3.27 1.00 1.16
O -4.81698 4.03964 -2.31338 -0.30 -0.08 -0.06
O -4.03198 2.57964 -0.41538 -0.07 3.27 -2.98
C -3.98498 1.36064 0.13962 -0.68 -4.03 -1.49
O -2.90398 2.49764 -2.70238 0.21 -1.86 0.44
C -2.44498 3.27764 -3.73638 0.70 4.67 -0.78
H -7.09598 1.96364 -1.67938 -0.34 -1.00 2.32
H -7.09598 0.60064 -3.10738 0.80 3.15 1.79
H -7.00298 2.48264 -3.06138 -0.41 2.48 -3.06
H -5.01198 1.02364 0.31862 0.11 -0.71 -0.56
H -3.57898 1.23964 1.08362 1.45 0.79 1.92
H -3.37598 0.73264 -0.56838 -0.88 -0.43 1.00
H -2.20498 4.41264 -3.46838 -1.23 -2.28 -0.12
H -2.82198 3.26864 -4.75338 -1.77 -0.31 0.34
H -1.51598 2.96164 -3.97738 3.31 -1.48 -0.12
C -1.66098 -4.07936 -0.34238 6.30 -3.34 -0.20
O -2.41798 -3.01336 -0.63738 -2.22 -0.30 -0.61
P -3.91098 -3.01836 -0.18838 -4.41 4.58 0.29
O -4.10098 -1.81636 0.64062 -0.02 0.61 -0.34
O -4.93798 -2.88936 -1.55938 0.96 -4.78 5.51
C -4.82498 -1.78936 -2.31538 3.09 -2.59 -3.04
O -4.35198 -4.22336 0.68862 -0.49 -2.09 -1.21
C -5.49598 -4.19336 1.60262 4.49 4.99 2.10
H -0.68198 -3.67536 0.11762 -1.24 -0.78 -0.91
H -1.42698 -4.73436 -1.21738 0.36 1.33 -0.45
H -1.83298 -4.99036 0.23162 -1.91 0.93 1.45
H -4.89298 -0.93336 -1.87038 -0.71 5.06 3.24
H -5.58498 -1.86336 -3.02438 -0.77 0.01 -1.83
H -3.77998 -1.88336 -2.63138 -0.19 0.91 -1.55
H -5.27898 -3.25336 2.32162 -0.70 -2.01 -1.72
H -5.43598 -5.01036 2.18662 0.66 -2.99 1.75
H -6.43898 -4.14036 1.26862 -3.06 0.51 -2.42
C 3.34102 -2.35136 0.50062 0.88 1.37 2.35
O 2.25202 -3.25136 0.89362 2.51 0.59 1.14
P 2.47302 -4.68836 1.44562 -5.74 -4.37 2.03
O 1.37402 -5.13636 2.42562 2.69 1.80 -1.35
O 2.11202 -5.55036 0.12562 3.56 2.68 -0.77
C 1.29502 -6.63236 0.17062 -1.95 0.60 4.52
O 3.89902 -5.14136 1.93562 0.52 1.85 -1.40
C 4.13202 -6.46936 2.35862 -2.51 -0.38 1.79
H 4.32502 -2.09536 1.16862 -2.74 -1.35 -1.22
H 2.81302 -1.45236 0.32762 -0.31 1.35 0.43
H 3.55402 -2.60036 -0.46638 1.47 -1.15 -2.32
H 1.36702 -7.08336 1.19762 0.00 -0.35 -1.18
H 1.46602 -7.24336 -0.61238 0.57 -2.16 -2.48
H 0.31402 -6.19836 0.18762 -1.12 -0.46 -0.41
H 4.16102 -7.24736 1.60862 -1.02 0.09 -0.50
H 3.51202 -6.62936 3.29762 0.07 -0.40 -1.63
H 5.06502 -6.52236 2.74762 3.25 0.48 1.01
C -1.01798 7.12564 4.10762 1.26 -0.93 2.77
O -0.28998 6.94464 2.93862 2.56 -3.04 -1.82
P -1.02198 6.81464 1.55462 -5.56 2.77 -2.67
O -2.51498 6.74764 1.79062 2.62 -0.74 -0.46
O -0.77798 8.40064 0.96662 2.19 -2.37 0.11
C 0.64602 8.67864 0.61962 -2.08 1.06 4.04
O -0.57498 5.83064 0.25462 1.73 2.40 3.53
C -1.45698 4.88064 -0.27738 -5.02 2.20 1.31
H -1.83598 6.54464 4.42462 -1.76 -0.86 -1.44
H -1.16698 8.11964 3.99262 -1.56 3.18 1.02
H -0.45798 6.90564 5.04262 1.05 0.51 -0.98
H 0.85902 9.71464 0.55862 -0.64 1.24 -0.31
H 0.87802 8.22964 -0.22938 1.05 -2.12 -3.83
H 1.29802 8.38764 1.42562 0.22 -0.67 0.40
H -2.23398 5.46164 -0.88138 1.45 -1.00 -0.28
H -2.21998 4.47664 0.43862 1.20 0.03 0.09
H -0.91198 4.12364 -0.69538 1.24 -1.70 -1.48
C -4.27698 -2.38536 5.37262 -2.05 2.64 0.96
O -3.18498 -1.99136 4.60462 0.91 0.35 -1.03
P -2.15598 -0.91036 5.13062 0.62 -1.12 -0.44
O -2.79898 0.16264 5.80962 -1.13 2.62 0.80
O -1.17998 -1.62536 6.22862 -5.37 -2.46 -2.03
C -0.14998 -0.93136 6.62662 5.97 3.29 -1.00
O -1.30398 -0.47836 3.84362 -1.25 0.19 1.26
C -0.81098 -1.28836 2.82562 -3.03 -2.00 -2.79
H -4.97098 -1.69436 5.96462 0.83 1.04 -2.07
H -3.95098 -2.70836 6.25162 1.97 -2.98 3.45
H -4.94998 -3.02636 4.91562 -0.56 -1.46 -1.41
H 0.50202 -0.96236 5.67462 0.23 0.83 1.64
H 0.41202 -1.43336 7.38162 0.20 -0.73 0.63
H -0.17598 0.15564 6.99862 -1.04 -1.35 -0.74
H -0.00498 -1.78136 3.15262 3.17 -2.11 1.53
H -0.42298 -0.73636 1.97462 -0.63 0.65 0.06
H -1.52998 -2.18036 2.40062 1.17 2.55 1.17
C 5.16402 3.00064 3.11062 1.54 -3.14 0.89
O 5.01102 2.42164 1.77862 0.42 0.15 0.34
P 6.12402 2.10664 0.68862 1.16 -2.05 1.90
O 6.29702 0.67764 0.57362 0.80 -2.35 0.86
O 5.67102 2.48264 -0.72738 2.40 4.07 -0.34
C 4.50902 2.08964 -1.22638 -5.44 -1.84 -2.09
O 7.48502 2.91064 0.97862 -4.51 -1.35 2.76
C 8.56202 2.71764 0.11162 -4.61 3.06 -1.03
H 5.70702 2.47164 4.04762 -1.13 0.18 -2.79
H 4.22702 3.27864 3.42062 -2.31 0.48 0.62
H 5.70802 3.80564 2.88462 2.14 3.54 -0.01
H 3.63402 2.45264 -0.57138 1.03 -0.12 -1.22
H 4.38302 0.96364 -1.16938 0.35 1.11 -0.38
H 4.35202 2.42464 -2.34738 0.44 -0.52 2.38
H 9.10802 1.93764 0.06962 3.18 -6.30 0.85
H 9.02402 3.46664 0.56062 3.73 3.88 -0.17
H 8.02802 2.77764 -0.78138 0.70 1.08 -2.57
```
Positions in Å, forces in eV/Å.

The energy is -5527.16798 Ha. The structure (SMILES) is COP(=O)(OC)OC.COP(=O)(OC)OC.COP(=O)(OC)OC.COP(=O)(OC)OC.COP(=O)(OC)OC.COP(=O)(OC)OC.COP(=O)(OC)OC.CC(C)=O. The calculation puts the LUMO energy at 0.2674 eV.

Computed, not measured: the ion C3H2N5 with charge -1 at a distorted geometry, with ωB97M-V/def2-TZVPD.

Geometry as XYZ:
```
10
Properties=species:S:1:pos:R:3:forces:R:3
C 0.04962 0.43673 0.53531 -0.34 1.38 -0.03
C -0.26779 -0.73241 -0.14829 -0.45 -1.24 2.72
C -0.35764 0.17387 1.84145 -0.06 -0.97 2.66
N -0.72960 -1.73446 0.67621 0.11 0.82 -0.01
N -0.54000 0.64016 3.17699 1.45 2.50 -3.76
N -1.09398 -0.29216 3.79989 -1.14 -3.35 1.23
N -1.26807 -1.42114 3.11619 0.22 0.17 -0.24
N -0.74812 -1.12533 1.87739 -0.44 1.15 0.30
H 0.27756 1.46130 0.25186 0.20 -0.53 -0.55
H -0.23569 -1.07866 -1.11588 0.47 0.06 -2.32
```
Positions in Å, forces in eV/Å.

The energy is -389.27332 Ha. Its net charge is -1. The calculation puts the LUMO energy at 4.3432 eV.

Computed, not measured: a structure of composition C55H54N6S2SiTa, with ωB97M-V/def2-TZVPD.

Geometry as XYZ:
```
119
Properties=species:S:1:pos:R:3:forces:R:3
Ta -0.08642 -0.35150 0.33021 0.04 -0.17 0.18
C -1.74176 -3.64527 -2.31880 -0.02 0.00 -0.04
C -1.10836 -3.03289 -1.23751 0.01 0.04 0.04
N -1.29609 -1.75343 -0.92192 0.01 -0.10 -0.04
C -2.11787 -0.99425 -1.71961 -0.02 0.01 0.02
C -2.71529 -1.51685 -2.88061 0.02 0.02 0.01
C -2.53028 -2.88940 -3.14787 0.02 -0.02 0.02
C -3.45395 -0.65115 -3.71840 0.00 -0.01 -0.01
C -3.53077 0.67792 -3.41323 -0.01 0.01 -0.03
C -2.94534 1.19184 -2.23917 0.02 0.03 0.01
C -2.29817 0.36124 -1.35517 0.01 -0.06 -0.05
N -1.72209 0.73456 -0.11352 -0.03 0.11 0.01
C -2.24285 1.80303 0.63417 -0.01 0.05 0.00
C -3.45917 2.42177 0.50126 -0.04 -0.02 -0.03
C -3.83311 3.46081 1.38135 0.01 0.03 0.02
C -3.00776 3.85958 2.39079 -0.01 0.00 -0.01
C -1.77406 3.19296 2.59185 -0.01 0.01 0.00
C -0.90168 3.48699 3.65703 0.04 -0.04 -0.01
C 0.24195 2.74612 3.80296 -0.04 0.06 0.01
C 0.50571 1.70875 2.90668 0.04 0.00 0.02
N -0.28981 1.38493 1.89604 -0.04 -0.09 -0.09
C -1.40980 2.15416 1.71708 0.03 0.01 0.01
H -1.56845 -4.69655 -2.49777 0.00 0.00 -0.01
H -0.40729 -3.59518 -0.63078 0.00 0.01 0.00
H -3.00420 -3.33047 -4.01643 0.00 0.00 0.00
H -3.93198 -1.04955 -4.60356 0.00 0.00 0.00
H -4.05905 1.35550 -4.06990 0.00 0.00 0.00
H -3.01383 2.25242 -2.04515 0.00 -0.01 0.01
H -4.16271 2.11391 -0.25781 0.01 0.00 0.00
H -4.79328 3.93854 1.24342 0.00 0.00 0.00
H -3.29132 4.65943 3.06196 0.00 0.00 0.00
H -1.14456 4.28475 4.34796 0.00 0.00 0.00
H 0.94338 2.93554 4.60270 -0.01 0.01 0.01
H 1.41016 1.13781 3.03261 -0.02 -0.01 0.00
S 1.23847 -1.18875 -1.67830 0.01 0.05 -0.12
C 2.54559 -0.13792 -1.99889 -0.02 -0.07 0.01
N 3.41445 -0.38036 -2.93260 -0.03 0.04 0.00
C 4.49168 0.58053 -3.22233 0.01 0.02 0.00
C 4.94349 1.23144 -1.94576 0.02 -0.01 -0.01
N 3.78223 1.78860 -1.23086 -0.01 -0.01 -0.01
C 3.96373 3.07445 -0.51153 0.01 0.03 0.01
C 3.40088 4.23803 -1.29250 0.01 -0.01 0.00
C 3.94004 4.58373 -2.52944 -0.01 0.01 -0.01
C 3.43296 5.66255 -3.23528 0.01 -0.01 0.00
C 2.39155 6.41184 -2.70204 0.00 0.00 0.01
C 1.86209 6.08092 -1.46410 0.00 0.01 -0.01
C 2.36156 4.99208 -0.76305 0.00 -0.01 0.00
C 2.64623 1.14878 -1.23295 -0.01 0.07 0.05
S 1.27218 1.71354 -0.42327 0.06 -0.01 0.02
C 3.41466 -1.59790 -3.76566 0.01 -0.05 -0.01
C 4.53705 -2.52285 -3.35298 0.01 0.00 -0.01
C 5.25862 -3.19501 -4.33195 -0.01 0.01 0.01
C 6.25822 -4.08686 -3.96813 0.01 0.00 0.01
C 6.54740 -4.30117 -2.62828 0.00 0.00 -0.01
C 5.83589 -3.62257 -1.64735 0.00 0.01 -0.01
C 4.83208 -2.73687 -2.00969 0.00 -0.01 0.02
H 4.11731 1.31218 -3.94275 0.00 -0.01 -0.01
H 5.31297 0.02405 -3.67020 0.00 0.00 0.00
H 5.63082 2.04341 -2.16517 0.00 0.00 0.00
H 5.45134 0.51832 -1.29107 0.00 0.01 0.01
H 5.03528 3.17785 -0.34623 0.00 -0.01 0.00
H 3.47017 2.98296 0.45606 -0.01 -0.01 0.00
H 4.78412 4.03837 -2.93881 0.00 0.00 0.00
H 3.86452 5.93528 -4.18877 0.00 0.00 0.00
H 2.00700 7.26376 -3.24609 0.00 0.00 0.00
H 1.06679 6.67791 -1.03840 0.00 0.00 0.00
H 1.95356 4.74027 0.20911 0.00 0.00 0.00
H 3.54464 -1.26907 -4.79784 0.01 0.00 0.00
H 2.44081 -2.07393 -3.68113 -0.02 0.02 0.00
H 5.04066 -3.02816 -5.38043 0.00 0.00 0.00
H 6.81615 -4.60808 -4.73401 0.00 0.00 0.00
H 7.33171 -4.99090 -2.34786 0.00 0.00 0.00
H 6.06424 -3.78420 -0.60202 0.00 0.00 0.00
H 4.28059 -2.21412 -1.23382 0.00 0.00 0.00
C 1.60015 -0.93373 1.55382 -0.01 0.04 0.03
Si 1.27240 -2.56735 2.47044 -0.01 -0.04 0.02
C -0.34474 -1.97579 3.24037 0.00 0.00 -0.01
N -1.31984 -1.50875 2.20205 0.04 0.05 -0.05
C -2.08681 -2.72705 1.75356 -0.05 0.00 0.00
C -3.48294 -2.38109 1.26670 0.01 0.00 0.03
C -4.34530 -1.99388 2.47957 0.01 0.00 0.00
C -3.45873 -1.33092 3.54675 -0.01 0.01 -0.01
C -2.32272 -0.58629 2.86238 -0.03 -0.01 0.00
C 1.13903 -4.01769 1.30124 -0.02 0.06 -0.01
C 2.00253 -4.07367 0.20210 0.00 -0.02 0.01
C 1.98102 -5.14290 -0.68294 0.00 -0.01 -0.02
C 1.08595 -6.18547 -0.47888 0.01 0.02 0.00
C 0.23501 -6.16429 0.62103 -0.01 0.01 0.00
C 0.26809 -5.09365 1.50431 0.01 -0.04 0.02
C 2.56344 -2.86454 3.76120 -0.04 0.03 0.00
C 3.26346 -4.07190 3.81169 0.00 -0.01 0.00
C 4.21482 -4.29710 4.79740 0.01 0.00 0.01
C 4.47843 -3.31859 5.74409 -0.01 0.00 -0.01
C 3.79118 -2.11075 5.70947 0.00 0.00 0.00
C 2.84375 -1.88842 4.72447 0.00 -0.01 0.01
H 2.47166 -1.02177 0.89449 -0.02 0.00 -0.03
H 1.95029 -0.35257 2.40519 0.02 0.01 -0.06
H -0.04398 -1.10536 3.83365 0.02 -0.01 0.01
H -0.83578 -2.66105 3.93425 0.00 0.01 0.01
H -2.18902 -3.38589 2.61972 0.00 0.00 0.00
H -1.49398 -3.27891 1.03874 0.00 0.02 0.01
H -3.90285 -3.23943 0.74052 0.00 0.00 0.01
H -3.44286 -1.56203 0.54427 0.00 0.00 0.00
H -4.83068 -2.87811 2.89186 0.00 0.00 0.01
H -5.14082 -1.31390 2.17335 0.00 0.00 0.00
H -3.07269 -2.06175 4.25964 0.01 0.00 -0.01
H -4.02833 -0.61320 4.13748 -0.01 -0.01 0.00
H -1.77747 0.05105 3.55537 0.00 -0.02 0.02
H -2.76410 0.04242 2.09477 0.00 0.01 0.00
H 2.71785 -3.27558 0.03871 0.01 0.01 0.00
H 2.67040 -5.16976 -1.51832 -0.01 0.00 0.00
H 1.06722 -7.02651 -1.15979 0.00 0.00 0.00
H -0.44117 -6.99060 0.79748 0.00 0.00 0.00
H -0.38976 -5.10743 2.36679 0.01 -0.01 -0.01
H 3.06341 -4.84836 3.08194 0.00 0.00 0.00
H 4.74613 -5.23890 4.82987 0.00 0.00 0.00
H 5.21688 -3.49637 6.51434 0.00 0.00 0.00
H 3.99237 -1.35181 6.45384 0.00 0.00 0.00
H 2.30840 -0.94169 4.72173 0.01 0.00 0.00
```
Positions in Å, forces in eV/Å.

The energy is -3599.00253 Ha. Its net charge is +3. The calculation puts the LUMO energy at -9.2312 eV.